A molecular structure, C51H53Br2IN4OPSb2SeSn at a distorted geometry. Source: OMol25; level of theory: the ωB97M-V functional and the def2-TZVPD basis.

## Properties
**Kohn-Sham gap**: 6.08 eV
**Net charge**: -1
**E**: -11152.8115 Ha
**HOMO**: -0.1456 Ha

XYZ file:
```
117
Properties=species:S:1:pos:R:3:forces:R:3
I 5.1159 -0.5560 1.4494 1.0 0.0 0.1
Sb -1.1308 4.7864 -0.0706 0.0 0.6 -0.1
Sb -2.2494 0.9483 -1.6846 0.0 0.0 -0.9
Sn 2.4772 -0.5713 0.6665 -1.3 -0.5 -0.3
Br 3.6362 -3.5524 -3.5059 -0.1 -0.1 0.0
Br 3.9005 1.0582 -6.7090 0.0 0.0 0.1
Se 1.8241 -0.3656 4.3108 -0.3 0.1 -0.1
P -0.9696 -2.5884 0.0934 0.1 -0.4 -0.4
O 2.9207 -1.5452 -1.3355 0.1 0.4 0.4
N 3.2209 1.2051 -1.4443 0.1 0.1 0.0
N 4.5715 -0.5892 4.9176 0.0 0.0 0.4
N 3.4100 0.1183 6.6321 0.3 0.0 -0.1
N -3.6583 1.0122 1.5752 0.2 0.1 0.0
C -0.4903 6.4522 -1.3200 0.0 -0.3 0.0
C -3.2211 -2.1506 -1.6459 0.1 0.1 0.4
C 3.2149 -0.9584 -2.4431 0.0 -0.2 -0.1
C -1.1837 6.1280 1.6373 0.1 -0.3 0.0
C 3.4729 1.1080 -3.8471 -0.1 0.0 0.2
C -3.6942 3.7033 -2.6533 0.0 0.2 0.0
C 3.3214 -0.2664 5.3244 -0.1 0.0 -0.1
C -3.4042 -5.8636 0.9511 0.0 0.0 -0.1
C 3.2947 0.4831 -2.5782 0.1 0.1 -0.4
C 0.2961 -4.7518 -1.1558 0.1 0.0 0.0
C 2.5922 -4.7027 0.3342 0.0 0.0 0.0
C -3.5297 -0.9585 -3.7862 0.0 0.0 -0.3
C -3.7541 4.8653 -4.7991 0.0 0.0 -0.1
C -1.1745 -1.7872 -3.9330 0.2 0.1 0.3
C -2.3888 -3.6563 2.3200 0.0 0.1 -0.1
C 2.3210 0.5984 7.4414 -0.1 0.0 0.1
C -5.0093 -0.4640 -1.8511 0.0 -0.3 -0.1
C 2.3868 -5.7211 -0.5639 0.2 -0.1 -0.1
C -3.5920 -0.7991 -2.3221 0.5 -0.2 0.3
C 3.6471 0.2904 -4.9780 0.1 -0.2 -0.3
C 7.4307 -0.3773 7.2806 0.1 0.0 0.0
C -3.4263 6.1003 -2.7835 0.0 0.0 0.0
C -3.2454 5.0927 -0.5442 0.2 -0.3 0.2
C 3.4821 2.5192 -3.8730 0.0 0.1 0.1
C -1.3668 1.5225 -3.5761 0.0 -0.2 0.2
C 5.4727 -0.4217 5.9494 0.0 0.0 0.2
C 3.4981 -1.6717 -3.6198 -0.1 0.0 0.5
C 4.7283 0.0250 7.0484 0.1 0.0 0.0
C 1.2384 -5.7414 -1.3355 -0.1 -0.1 -0.2
C -2.4754 -1.4181 -4.4755 -0.3 -0.1 -0.1
C -3.7534 -5.6635 2.2781 0.0 0.0 0.0
C 6.6895 0.0667 8.3730 0.0 0.0 0.0
C -1.7694 -2.6937 -1.6168 -0.4 0.5 0.0
C 0.4454 -3.7385 -0.2029 0.5 0.0 0.2
C 3.4114 3.2210 -2.7029 0.0 0.0 -0.1
C -0.8528 -2.2066 -2.6983 0.1 -0.3 -0.2
C 2.0123 -2.6827 1.5693 -0.3 0.3 -0.2
C -2.5637 -4.9651 0.3192 -0.1 0.0 0.0
C -3.5684 6.0793 -4.1583 0.0 0.1 0.0
C -2.0610 -3.8348 0.9672 -0.1 0.2 0.1
C 6.8384 -0.6254 6.0502 0.0 0.0 -0.1
C -2.8073 1.6833 1.1397 -0.4 0.2 0.7
C -3.9330 2.4021 -1.9591 0.3 0.0 0.3
C 5.3209 0.2798 8.2733 -0.1 0.0 0.0
C -1.8387 -2.5244 3.1468 0.0 -0.1 0.0
C -3.4605 4.9385 -2.0054 -0.2 -0.1 -0.4
C 1.6451 -3.6890 0.5691 -0.3 -0.4 -0.6
C -3.2339 -4.5725 2.9487 -0.1 0.0 0.0
C 3.6982 -1.0716 -4.8608 0.0 0.3 0.0
C 3.3008 2.5101 -1.4985 -0.1 -0.2 0.1
C -3.8304 3.7094 -4.0454 0.1 0.0 0.0
H -1.2797 2.6077 -3.5884 0.0 0.1 0.0
H -5.6416 -1.3549 -1.9418 0.0 0.0 0.0
H -3.4859 -4.4156 3.9922 0.0 0.0 0.0
H 1.4367 0.6628 6.8109 0.0 0.0 0.0
H 4.7815 -0.8357 3.9533 0.0 0.0 -0.1
H -0.7381 6.2600 -2.3637 0.1 0.0 0.0
H 2.1233 -0.0864 8.2685 0.0 0.0 0.0
H 7.4178 -0.9629 5.2020 0.0 0.0 0.0
H 4.7411 0.6269 9.1177 0.0 0.0 0.0
H -3.5936 -2.1246 -0.6136 0.0 0.0 0.0
H 0.1963 -2.4277 -2.5099 0.0 0.2 -0.1
H -0.3753 1.0869 -3.6589 0.1 -0.1 0.0
H -3.8642 4.8236 -5.8756 0.0 0.0 0.0
H -0.3536 -1.6886 -4.6383 0.1 0.1 0.1
H 1.0877 -6.5132 -2.0802 0.0 0.0 0.0
H -0.5765 -4.7729 -1.7977 0.3 -0.2 0.1
H 8.4951 -0.5322 7.3973 0.0 0.0 0.0
H -3.8039 4.3741 0.0540 0.0 0.0 0.0
H 2.5602 1.5855 7.8407 0.0 0.0 0.0
H -0.1744 6.2080 2.0423 -0.1 0.0 0.0
H -2.2951 -5.1760 -0.7055 0.0 0.0 0.0
H -4.4197 -0.6714 -4.3428 0.0 0.1 -0.1
H -4.6761 1.8543 -2.5328 0.2 0.2 0.1
H -5.4699 0.3218 -2.4485 -0.1 -0.2 0.1
H -3.5005 6.1006 -0.2161 0.0 0.0 0.0
H -4.3251 2.5567 -0.9547 -0.1 0.0 0.0
H -4.0192 2.7668 -4.5478 0.0 0.0 0.0
H 3.2631 3.0278 -0.5480 0.0 0.1 0.1
H 3.1327 -6.4978 -0.6874 0.1 0.0 0.0
H -3.3014 7.0508 -2.2773 0.0 0.0 0.0
H -3.5454 7.0021 -4.7245 0.0 0.0 0.0
H -1.4884 -1.7073 2.5221 0.0 0.1 0.0
H -4.3411 0.3862 1.9412 0.0 -0.1 0.0
H 3.5124 -4.6746 0.9066 0.0 0.0 0.0
H -2.5919 -2.1568 3.8480 0.0 0.0 0.0
H 7.1868 0.2485 9.3163 0.0 0.0 0.0
H -4.4154 -6.3567 2.7820 0.0 0.0 0.0
H -2.5515 -1.4563 -5.5573 0.0 0.0 0.0
H 3.8859 -1.6938 -5.7242 0.0 0.0 0.0
H 3.5585 3.0318 -4.8222 0.1 0.0 0.0
H -1.8582 -3.7695 -1.7917 -0.2 0.4 -0.1
H 0.5882 6.5807 -1.2236 0.0 0.0 0.0
H 1.1844 -2.4440 2.2381 0.0 0.1 0.0
H -5.0199 -0.1542 -0.8034 0.0 0.0 0.0
H -1.9792 1.1836 -4.4091 0.0 0.1 0.0
H 2.8413 -3.0655 2.1663 0.0 0.3 0.1
H -1.8432 5.7338 2.4081 0.0 0.0 0.1
H -1.5308 7.1122 1.3222 0.0 -0.1 0.0
H 3.4513 4.3021 -2.6938 0.0 0.0 0.0
H -3.8272 -2.8960 -2.1732 -0.1 0.0 0.1
H -3.7817 -6.7184 0.4033 0.0 0.0 0.0
H -0.9884 -2.8724 3.7374 0.0 0.0 0.0
H -0.9879 7.3687 -1.0020 0.0 0.0 0.0
```
Forces are in eV/Å.

***

C6H13N in the gas phase at a distorted geometry. Source: OMol25; level of theory: the ωB97M-V functional and the def2-TZVPD basis.

## Properties
**Kohn-Sham gap (spin up / spin down)**: 8.32 / 9.19 eV
**E**: -291.0131 Ha
**HOMO (spin up / spin down)**: -0.2936 / -0.3160 Ha

XYZ file:
```
20
Properties=species:S:1:pos:R:3:forces:R:3
N -0.7286 -0.9244 -0.6618 -0.8 -1.2 -0.2
C 0.3248 -0.1567 -0.1357 -0.4 1.6 1.0
C -0.7980 -2.3769 -0.4019 0.0 0.2 -0.1
C 0.7631 0.8264 -1.2092 0.2 0.1 -0.3
C -0.5342 0.8657 0.7858 0.0 -0.1 0.1
C 1.4335 -0.8962 0.6298 -0.1 0.2 0.1
C -0.9906 2.3542 0.6096 0.3 -0.5 0.1
H -1.1690 0.3864 1.5118 0.0 -0.4 0.3
H -0.3860 -2.9414 -1.2679 -0.1 0.6 0.2
H 2.1287 -0.1743 1.0584 0.0 0.0 0.0
H -0.1210 1.4366 -1.3837 0.3 0.1 -0.4
H -0.2675 -2.7903 0.4704 -0.1 0.4 -0.1
H 1.5599 1.4510 -0.7968 0.0 0.1 -0.2
H -1.8418 -2.7052 -0.3445 0.1 0.3 0.0
H -1.1643 2.8037 1.6089 0.2 -0.6 -0.3
H 1.0039 -1.4822 1.4498 0.1 0.2 0.0
H -1.9642 2.4820 0.1066 0.2 -0.4 0.0
H -0.3024 3.0595 0.1180 0.0 -0.6 0.0
H 2.0148 -1.6047 0.0167 -0.3 0.3 -0.1
H 1.0388 0.3870 -2.1642 0.3 -0.2 0.1
```
Forces are in eV/Å.

***

A molecular structure, C28H32LiN7O9P2S at a distorted geometry. Source: OMol25; level of theory: the ωB97M-V functional and the def2-TZVPD basis.

## Properties
**Kohn-Sham gap**: 5.75 eV
**Net charge**: -2
**E**: -3235.3092 Ha
**HOMO**: -0.0710 Ha

XYZ file:
```
80
Properties=species:S:1:pos:R:3:forces:R:3
S 4.5090 4.1289 -3.4265 -0.3 0.1 -0.9
P -3.0648 -3.3693 1.4372 0.1 0.0 0.0
P -4.0050 -1.6963 -1.2526 0.1 -0.1 0.0
O 4.3666 4.9229 -4.6419 0.1 0.0 0.1
O -3.9601 -2.5648 2.3306 0.0 0.0 0.0
O -4.5085 -0.6399 -0.1461 0.0 0.0 0.0
O 5.2742 2.8996 -3.6188 0.0 0.2 -0.2
O 4.9144 4.8973 -2.2531 0.1 0.8 -0.5
O -5.0265 -1.8396 -2.3269 0.0 0.0 0.0
O -1.7714 -2.2882 1.0403 0.0 -0.1 0.1
O -2.5637 -1.3783 -1.5766 -0.3 0.3 0.0
O -0.6839 -3.0399 0.4308 0.1 0.1 0.0
N 1.5137 -0.6982 -1.7586 0.0 -0.1 0.0
N -0.9795 2.0844 -2.1099 0.2 0.0 -0.1
N 0.1879 -0.7740 -1.9193 -0.1 -0.1 0.0
N -1.8616 0.9057 1.1012 -0.1 -0.1 0.0
N 0.5352 -0.6518 0.9342 0.0 -0.1 0.2
N -2.7554 -4.0087 -1.1528 0.0 0.1 0.0
N -1.5019 0.8632 2.3958 0.0 0.1 0.0
C -0.3280 -1.4704 5.0029 0.0 0.0 0.0
C -1.0767 -0.5480 4.2888 0.0 0.0 0.0
C 1.6338 0.0875 0.5769 0.0 0.1 0.0
C -5.0926 -4.1552 -0.3546 0.0 0.0 0.0
C -0.7416 -0.1916 2.9893 0.0 0.0 0.0
C 5.0250 2.5613 -0.7309 -0.1 -0.6 0.4
C 2.1082 2.8918 -4.0143 0.0 0.0 0.1
C -2.5630 2.0174 0.9562 0.0 0.0 0.0
C 2.3088 3.7380 -1.7888 -0.2 0.2 0.0
C -3.8405 -3.3058 -0.3577 0.0 0.0 0.0
C 2.1742 -1.3963 -2.7057 0.0 0.0 0.1
C 0.3029 2.5669 -2.4429 0.1 0.1 -0.2
C 2.1066 0.1243 -0.7580 0.1 0.0 0.1
C 2.3650 0.9095 1.4657 -0.1 -0.1 -0.1
C 0.7753 -2.0322 4.3705 0.0 0.0 0.0
C -0.7407 -1.8830 6.3908 0.0 0.0 0.0
C 2.8526 3.5627 -3.0481 -0.1 0.1 -0.2
C -1.9623 1.9463 3.0618 0.0 0.0 0.0
C 3.4500 1.6709 1.0566 0.0 0.0 -0.1
C 0.8446 2.4015 -3.7193 0.0 0.0 0.0
C -2.6581 2.7207 2.1670 0.0 0.0 0.0
C 1.0502 3.2435 -1.4854 0.0 0.2 0.0
C 0.0031 -1.5300 -2.9927 -0.1 -0.1 -0.1
C 1.0761 -1.7139 3.0583 0.0 0.0 0.0
C 1.2278 -1.9546 -3.5331 0.0 0.0 0.0
C 3.1671 0.9158 -1.1604 0.1 -0.2 0.0
C 0.3136 -0.8144 2.3070 0.0 0.1 -0.2
C 3.8815 1.6988 -0.2653 0.4 0.0 0.2
Li -1.3512 -0.6132 -0.1856 0.3 -0.2 -0.1
H 0.6492 3.3576 -0.4833 0.0 0.0 0.0
H 0.0313 -2.4939 6.8606 0.0 0.0 0.0
H 2.0643 0.9392 2.5054 0.0 0.0 0.0
H -1.6623 -2.4692 6.3662 0.0 0.0 0.0
H -2.9579 2.2704 -0.0149 0.0 0.0 0.0
H 1.3854 -2.7564 4.9005 0.0 0.0 0.0
H 4.6815 3.4457 -1.2760 0.4 -0.6 0.9
H 3.2498 -1.4277 -2.7137 0.0 0.0 0.0
H -1.2398 1.2953 -2.6896 0.0 0.0 0.0
H -1.0067 -1.7295 -3.3149 0.0 0.0 0.0
H 2.8927 4.2571 -1.0398 -0.1 0.0 0.0
H 5.6226 2.8978 0.1191 0.0 0.1 0.1
H 2.5342 2.7509 -5.0000 0.0 0.0 0.0
H -1.7341 2.0888 4.1031 0.0 0.0 0.0
H 3.9674 2.2785 1.7939 0.0 0.0 0.0
H 1.9122 -2.1876 2.5567 0.0 0.0 0.0
H 0.0078 -2.3054 0.4712 -0.1 -0.1 0.0
H -0.9202 -1.0166 7.0314 0.0 0.0 0.0
H -3.1100 -4.4269 -2.0104 0.0 0.0 0.0
H 0.2759 1.8644 -4.4717 0.0 0.0 0.0
H 5.6802 2.0209 -1.4159 -0.1 0.0 0.1
H -4.8946 -5.1492 0.0638 0.0 0.0 0.0
H -2.0640 -3.2700 -1.3789 0.0 0.0 0.0
H -2.2981 -4.7101 -0.5567 0.0 0.0 0.0
H -5.5240 -4.2480 -1.3548 0.0 0.0 0.0
H 1.3988 -2.5686 -4.4003 0.0 0.0 0.0
H -1.9698 -0.1229 4.7321 0.0 0.0 0.0
H -5.8281 -3.6747 0.2914 0.0 0.0 0.0
H -5.4437 -0.4580 -0.2837 0.0 0.0 0.0
H -3.1437 3.6621 2.3539 0.0 0.0 0.0
H -0.9087 1.7384 -1.1652 -0.3 -0.1 0.3
H 3.4221 0.9460 -2.2156 0.0 0.0 0.1
```
Forces are in eV/Å.